Record 1
# C5H5F4NO2S

The molecule C5H5F4NO2S in a non-equilibrium geometry (ωB97M-V/def2-TZVPD, the Open Molecules 2025 dataset).

Calculated values
E_tot: -32556.1332 eV
largest force on an atom: 4.77 eV/Å
gap between HOMO and LUMO: 10.361 eV
SMILES string: O=C(O)[C@@]1(F)CSCN1C(F)(F)F

XYZ file:
```
18
C5H5F4NO2S ωB97M-V/def2-TZVPD
S -0.3552 -0.6475 2.3531
F 0.0222 2.4988 -0.6582
F -1.5435 0.3323 -0.8969
F 2.0749 1.9788 -0.1562
F 1.2524 1.1387 -1.8718
O 1.1670 -2.0159 -1.1284
O -0.5304 -1.5654 -2.4414
N 0.4319 0.5259 0.2469
C -0.0537 1.0184 1.6372
C 0.8845 1.5113 -0.5976
C -0.5224 -0.4028 -0.3241
C 0.0434 -1.3352 -1.4473
C -1.1501 -1.1903 0.8099
H -2.2181 -0.9552 0.5677
H -0.9946 -2.3868 0.7466
H 0.7802 1.4272 2.1753
H -0.8902 1.5798 1.4415
H 1.6018 -1.5120 -0.4564
```

Atom charges from the natural (NBO) analysis, given in e for atoms 1 to 2: number 1, S, carries 0.2496; number 2, F, carries -0.3072

Record 2
# C5H11N

The molecule C5H11N in a non-equilibrium geometry (ωB97M-V/def2-TZVPD, the Open Molecules 2025 dataset).

Calculated values
E_tot: -6853.0710 eV
largest force on an atom: 1.06 eV/Å
gap between HOMO and LUMO: 8.921 eV
SMILES string: CC(C)=C(C)N

XYZ file:
```
17
C5H11N ωB97M-V/def2-TZVPD
N 0.1580 1.1331 -1.6636
C -1.2715 -1.2295 -0.7538
C 0.3487 0.6139 -0.3573
C 0.0436 -1.0409 1.4475
C 1.3023 1.4050 0.4820
C -0.3375 -0.4292 0.1170
H -0.5050 0.5674 -2.1782
H 0.7211 2.0375 1.1551
H -1.7682 -2.0078 -0.1792
H 1.0527 -1.4721 1.4400
H -0.7828 -1.6852 -1.6210
H 1.8909 2.0654 -0.1489
H 1.9887 0.7933 1.0570
H -0.2084 2.0792 -1.6264
H 0.0681 -0.3540 2.2967
H -0.6294 -1.8585 1.7106
H -2.0714 -0.6177 -1.1775
```

Atom charges from the natural (NBO) analysis, given in e for atoms 1 to 2: number 1, N, carries -0.8209; number 2, C, carries -0.6451

ΔE to the lowest compared entry with this formula, charge and spin: 0.000, 0.458 (eV)
HOMO level: -0.366, -0.290 (Ha)
Lowest unoccupied orbital energy: 0.0149, 0.0375 (hartree)